# 1
{
  "formula": "C4H12",
  "method": "wB97M-V/def2-TZVPD",
  "elements": ["C", "C", "H", "H", "H", "H", "H", "H", "C", "C", "H", "H", "H", "H", "H", "H"],
  "positions_angstrom": [[1.3252, -1.1702, 2.0870], [1.9962, -0.4364, 0.9294], [2.0728, -1.7828, 2.6085], [0.9138, -0.4646, 2.8090], [0.5076, -1.8142, 1.7862], [1.3748, 0.4002, 0.5772], [1.9194, -1.0093, -0.0023], [3.0025, -0.0978, 1.1380], [-1.3467, 0.4639, -0.8790], [-1.9475, 1.1387, -2.1106], [-0.6034, 1.1098, -0.4122], [-2.1350, 0.1932, -0.1812], [-0.7093, -0.3930, -1.1422], [-1.2260, 1.5251, -2.8204], [-2.5534, 0.3950, -2.6235], [-2.5911, 1.9422, -1.7639]],
  "forces_ev_per_angstrom": [[0.619, 0.159, 0.388], [-1.509, 0.113, -1.100], [-0.311, 0.017, -0.041], [0.089, 0.002, 0.097], [-0.083, -0.104, -0.242], [0.295, 0.317, 0.676], [0.803, -0.487, 0.292], [0.117, -0.018, -0.066], [1.132, 0.132, -0.520], [-0.277, -0.563, 0.467], [-0.358, 0.341, 0.386], [0.200, -0.149, 0.137], [-0.624, -0.180, -0.016], [0.240, 0.078, 0.034], [-0.217, 0.149, -0.227], [-0.116, 0.194, -0.265]],
  "gap_ev": 12.60,
  "e_lumo_ev": 1.1,
  "relative_energy_ev": 0.250,
  "smiles": "CC.CC",
  "multiplicity": 1,
  "total_charge": 0
}

=====

# 2
{
  "formula": "C8H7N2O",
  "method": "wB97M-V/def2-TZVPD",
  "elements": ["C", "C", "C", "C", "C", "C", "C", "C", "N", "N", "O", "H", "H", "H", "H", "H", "H", "H"],
  "positions_angstrom": [[-2.1235, -0.5453, -0.1662], [2.2867, 0.6825, 0.8483], [-1.1231, 0.7179, 1.0343], [0.1539, 0.4762, 0.7850], [0.8134, -0.3394, -0.2371], [0.0535, -0.9895, -1.1509], [-2.0380, 1.6349, 1.6426], [0.6752, -1.7468, -2.2393], [1.2323, 1.0554, 1.4960], [-1.2347, -0.9612, -0.8608], [2.0992, -0.1414, -0.2248], [3.3388, 0.7142, 1.0046], [-2.8754, 1.0701, 1.9077], [-2.1625, 2.4318, 0.9234], [-1.5757, 1.8247, 2.6788], [0.7616, -1.3195, -3.2067], [0.0524, -2.6016, -2.4474], [1.6659, -1.9628, -1.7875]],
  "forces_ev_per_angstrom": [[3.654, 0.031, -1.052], [-0.819, -0.447, 0.529], [-0.510, -1.135, -0.766], [1.812, -0.744, -0.334], [-4.308, 0.468, -0.246], [2.197, -0.245, -0.810], [1.782, -0.296, 1.186], [0.485, -1.074, 0.791], [1.021, 0.324, -0.420], [-4.117, 1.532, 2.369], [0.996, -0.062, 0.052], [0.500, 1.006, 0.838], [-1.905, -0.330, 0.211], [-0.497, 0.680, 0.581], [-0.325, 0.508, -1.478], [0.245, 1.194, -0.628], [0.229, -0.846, 0.277], [-0.440, -0.563, -1.100]],
  "gap_ev": 6.63,
  "e_lumo_ev": -6.9,
  "relative_energy_ev": 4.139,
  "multiplicity": 1,
  "total_charge": 1
}